11
Properties=species:S:1:pos:R:3:lowdin_charge:R:1 method="wB97M-V/def2-TZVPD" total_charge=0 e_above_lowest_kj_mol=324.3 homo_energy_ev=-8.79
C 1.78 0.67 -0.27 -0.0795
H -2.00 0.52 -0.32 0.0301
C 0.56 0.53 0.24 -0.6238
H -2.67 -1.17 -1.20 0.2165
H 2.52 1.52 -0.47 0.1453
Cl -0.36 2.06 0.14 0.6375
F 2.51 -0.62 -0.25 -0.1015
N -1.75 -0.46 -0.64 -0.1067
H 0.56 -1.16 1.66 0.1273
N -1.13 -1.20 0.31 -0.0751
C 0.00 -0.69 0.82 -0.1703